1.
Density functional theory data (ωB97M-V with the def2-TZVPD basis set) for a molecular structure, CH3BrNO2S.

Computed properties:
Energy above the lowest of the compared OMol25 structures with the same formula, charge and spin in eV: 2.519
Charge: -1
Gap between HOMO and LUMO in eV: 8.1
E_tot in Ha: -3217.2967
2S+1: 1

Geometry (Å):
C: -0.168 1.069 0.708
N: -0.179 -1.448 0.525
O: 1.398 -0.468 -1.126
O: -1.099 -0.241 -1.467
S: 0.077 -0.139 -0.556
Br: 0.076 2.806 -1.226
H: 0.921 1.150 1.072
H: 0.124 -1.150 1.430
H: -1.151 -1.579 0.641

2.
Density functional theory data (ωB97M-V with the def2-TZVPD basis set) for a molecular structure, C60H50N4O3P3SiTi.

Computed properties:
Energy above the lowest of the compared OMol25 structures with the same formula, charge and spin in eV: 4.061
Charge: +1
Gap between HOMO and LUMO (alpha / beta) in eV: 7.1 / 5.2
E_tot in Ha: -4923.9231
2S+1: 3

Geometry (Å):
Ti: 0.310 0.338 -0.874
C: 3.082 -5.061 -1.139
C: 1.997 -5.181 -0.286
C: 1.480 -4.056 0.356
C: 2.056 -2.804 0.169
C: 3.121 -2.686 -0.733
C: 3.633 -3.804 -1.371
P: 1.468 -1.169 0.791
C: 3.087 -0.561 1.460
C: 3.766 0.504 0.881
C: 4.984 0.936 1.405
C: 5.541 0.287 2.493
C: 4.885 -0.809 3.053
C: 3.669 -1.224 2.543
C: 0.483 -1.282 2.355
C: 0.580 -2.416 3.070
C: 0.164 -2.754 4.438
C: -0.015 -1.878 5.421
C: 0.027 -0.394 5.196
C: -0.315 -0.015 2.711
Si: -1.461 0.429 1.216
C: -1.722 2.308 1.089
C: -2.946 2.969 1.042
C: -2.993 4.356 0.902
C: -1.820 5.093 0.816
C: -0.585 4.451 0.880
C: -0.548 3.069 1.008
P: 0.925 2.001 1.148
C: 2.261 3.222 1.267
C: 2.855 3.622 0.068
C: 3.803 4.638 0.063
C: 4.169 5.252 1.256
C: 3.584 4.852 2.449
C: 2.630 3.842 2.458
C: 0.564 1.304 2.881
C: -0.386 2.199 3.688
C: -1.297 1.471 4.313
C: -1.011 -0.002 4.096
C: 1.421 0.138 4.867
C: 1.700 0.926 3.831
C: -3.240 -0.135 1.162
C: -4.169 -0.124 2.209
C: -5.522 -0.266 1.941
C: -5.969 -0.408 0.628
C: -5.062 -0.439 -0.419
C: -3.700 -0.305 -0.151
P: -2.361 -0.666 -1.351
C: -2.647 -2.496 -1.336
C: -2.186 -3.183 -0.207
C: -2.451 -4.531 -0.033
C: -3.191 -5.220 -0.989
C: -3.666 -4.547 -2.103
C: -3.402 -3.189 -2.276
C: -2.921 -0.079 -2.976
C: -3.696 1.076 -3.063
C: -3.988 1.635 -4.300
C: -3.491 1.057 -5.461
C: -2.704 -0.085 -5.384
C: -2.414 -0.645 -4.147
H: 3.488 -5.938 -1.630
H: 1.544 -6.151 -0.113
H: 0.596 -4.177 0.970
H: 3.538 -1.710 -0.962
H: 4.468 -3.692 -2.054
H: 3.372 0.987 0.000
H: 5.492 1.779 0.949
H: 6.489 0.619 2.900
H: 5.325 -1.335 3.893
H: 3.164 -2.063 3.005
H: 1.141 -3.215 2.611
H: 0.120 -3.813 4.670
H: -0.245 -2.241 6.419
H: -0.276 0.099 6.126
H: -3.874 2.409 1.111
H: -3.951 4.861 0.865
H: -1.863 6.171 0.708
H: 0.331 5.031 0.831
H: 2.587 3.125 -0.857
H: 4.260 4.945 -0.869
H: 4.912 6.040 1.255
H: 3.866 5.331 3.380
H: 2.175 3.549 3.397
H: -0.263 3.275 3.750
H: -2.052 1.839 5.001
H: -1.878 -0.658 4.157
H: 2.210 -0.136 5.561
H: 2.708 1.296 3.670
H: -3.841 0.021 3.233
H: -6.238 -0.254 2.756
H: -7.029 -0.511 0.428
H: -5.410 -0.586 -1.436
H: -1.613 -2.652 0.550
H: -2.089 -5.044 0.851
H: -3.404 -6.275 -0.857
H: -4.257 -5.075 -2.843
H: -3.805 -2.681 -3.140
H: -4.066 1.545 -2.159
H: -4.602 2.526 -4.357
H: -3.713 1.499 -6.425
H: -2.314 -0.538 -6.288
H: -1.793 -1.534 -4.095
N: 1.327 -1.910 -4.257
C: 0.968 -2.976 -3.463
C: 0.373 -2.427 -2.386
N: 0.353 -1.037 -2.491
C: 0.963 -0.776 -3.645
C: 1.078 0.529 -4.309
N: 0.354 1.579 -4.049
C: 0.728 2.553 -4.949
C: 1.693 2.067 -5.768
N: 1.892 0.765 -5.360
H: 1.817 -1.980 -5.131
H: 1.177 -4.001 -3.724
H: -0.042 -2.934 -1.543
H: 0.270 3.530 -4.952
H: 2.247 2.510 -6.579
H: 2.653 0.183 -5.665
O: 1.813 0.877 -1.484
O: 2.829 0.617 -2.371
O: -0.856 1.919 -1.732
H: -0.678 2.816 -1.425
H: -0.534 1.863 -2.697